{
  "formula": "C4H37N2O15",
  "method": "ωB97M-V with the def2-TZVPD basis set",
  "lumo_ev": 2.682,
  "molar_mass_g_mol": 353.339,
  "total_energy_ev": -38443.610,
  "total_charge": -1,
  "gap_ev": 9.41,
  "de_lowest_kj_mol": 234.0,
  "largest_force_ha_per_bohr": 0.0597,
  "symbols": ["C", "N", "C", "O", "C", "N", "C", "O", "H", "H", "H", "H", "H", "H", "H", "H", "H", "H", "H", "H", "H", "O", "H", "H", "O", "H", "H", "O", "H", "H", "O", "H", "H", "O", "H", "H", "O", "H", "H", "O", "H", "H", "O", "H", "H", "O", "H", "H", "O", "H", "H", "O", "H", "H", "O", "H", "H", "O"],
  "coordinates": [[-1.3335, -0.0753, 1.4386], [-2.6049, -0.2123, 0.6390], [-3.7454, -0.3790, 1.4947], [-4.1713, 0.8111, 2.1393], [-0.2030, -0.0082, 0.3656], [0.7761, 1.0003, 0.8587], [1.4047, 0.7312, 2.1653], [1.9636, -0.5118, 2.3314], [-1.4427, 0.8331, 2.0349], [-1.2101, -0.9592, 2.0580], [-2.7203, 0.5701, 0.0035], [-4.5684, -0.7861, 0.9073], [-3.5201, -1.1157, 2.2737], [-3.6387, 1.0800, 2.8714], [-0.5066, 0.3937, -0.6012], [0.0794, -1.0648, 0.2715], [1.4977, 0.9796, 0.1500], [0.6443, 0.9209, 2.9287], [2.1110, 1.5898, 2.2190], [-2.9821, -0.5231, -2.3573], [-2.6583, -1.4786, -1.2451], [-2.7002, -1.4491, -2.2060], [4.8457, 1.3517, -0.1013], [3.8438, 0.2637, 0.5040], [3.9590, 1.2023, 0.2631], [-0.8131, 0.0111, -3.1431], [-0.9625, 1.5290, -3.4036], [-1.4426, 0.7443, -3.1200], [2.4555, -2.7854, -0.4072], [1.7519, -4.2161, -0.2303], [1.7887, -3.4248, -0.7583], [2.6847, 1.3966, -2.0751], [2.7012, 2.5523, -1.2236], [2.2575, 2.2954, -2.0456], [2.5349, -0.9523, 1.5908], [4.0113, -2.4217, 0.8596], [3.3121, -1.7916, 0.5906], [3.1395, -0.6233, -0.7595], [2.4755, -0.9378, -2.2006], [3.0473, -0.3244, -1.6707], [-2.2637, 3.7989, -0.1717], [-3.2241, 2.6990, 0.2860], [-3.2187, 3.5815, -0.1289], [-0.0128, -3.8568, 1.0096], [-0.2943, -3.4327, -0.3766], [-0.6652, -4.0148, 0.2972], [0.2699, -2.3522, 2.7553], [1.5773, -2.7182, 2.3877], [0.7308, -3.1756, 2.5264], [0.0033, -1.9243, -3.1278], [1.0211, -2.7346, -2.3473], [0.8889, -1.8356, -2.7061], [-0.7607, 2.5007, 0.8000], [0.0631, 3.7471, 1.0572], [-0.8419, 3.4374, 1.0540], [-0.8159, 3.0175, -1.4023], [-0.1465, 3.8542, -2.3856], [-0.9251, 3.8818, -1.8208]]
}